Entry from OMol25: a structure of composition C20H14N4O2S2V in a non-equilibrium geometry (wB97M-V/def2-TZVPD).

```
43
Properties=species:S:1:pos:R:3:forces:R:3:mulliken_charge:R:1
V -0.468 -0.273 -0.588 -0.216 -1.009 0.681 0.5310
C -4.586 0.511 -0.906 -0.203 0.024 -0.012 -1.4144
C -3.121 0.840 -0.931 0.551 0.055 0.025 0.9383
O -2.325 -0.171 -0.788 -1.463 0.365 -0.545 -0.4880
C -2.674 2.133 -1.148 -0.135 0.022 0.013 -0.9549
C -1.315 2.533 -1.241 0.428 -0.292 0.135 0.8900
C -0.975 3.946 -1.635 -0.062 0.065 -0.001 -1.3006
N -0.338 1.667 -0.982 -0.077 0.949 -0.267 0.0047
N 0.967 2.139 -1.201 -0.440 0.481 -0.002 -0.7320
C 1.776 1.133 -1.183 -0.020 -0.334 -0.166 0.6158
O 1.377 -0.087 -1.009 1.679 0.283 -0.574 -0.7801
C 3.217 1.375 -1.457 -0.108 -0.020 0.122 0.3033
C 4.043 0.298 -1.755 0.216 -0.136 -0.028 -0.4258
C 5.391 0.498 -2.038 -0.119 -0.041 0.021 -0.5325
C 5.930 1.777 -2.014 -0.051 0.014 0.015 -0.3500
C 5.108 2.855 -1.701 -0.097 0.001 0.020 -0.5418
C 3.762 2.655 -1.426 0.131 0.157 -0.047 -0.3024
H -4.894 0.026 -1.839 0.039 -0.001 0.038 0.2544
H -5.192 1.409 -0.766 -0.011 -0.028 -0.028 0.3401
H -4.790 -0.190 -0.094 0.020 0.027 -0.003 0.3215
H -3.422 2.901 -1.305 -0.013 0.009 0.014 0.1389
H -1.889 4.493 -1.875 0.016 0.013 0.013 0.3588
H -0.306 3.966 -2.498 -0.033 -0.019 0.004 0.2959
H -0.447 4.470 -0.831 -0.023 -0.063 -0.012 0.2479
H 3.606 -0.692 -1.753 0.009 0.019 -0.001 0.4229
H 6.022 -0.351 -2.274 -0.010 0.001 0.006 0.3566
H 6.981 1.933 -2.231 0.004 0.003 0.003 0.3490
H 5.520 3.857 -1.669 -0.003 0.001 -0.003 0.3471
H 3.107 3.483 -1.184 0.025 -0.013 -0.011 0.4318
S -0.464 -0.275 1.745 -0.077 -0.121 0.470 -0.4392
C -0.939 -1.900 2.169 0.005 -0.014 0.173 0.3915
C -1.308 -2.207 3.486 0.089 0.292 -0.115 -0.8437
C -1.671 -3.482 3.890 -0.147 0.003 0.646 0.5213
C -2.042 -3.721 5.267 0.169 0.097 -0.645 0.0083
N -2.330 -3.901 6.367 -0.056 -0.019 0.203 -0.6456
C -1.664 -4.517 2.949 -0.138 -0.665 0.024 0.6241
C -1.293 -4.238 1.642 0.077 0.107 -0.276 -0.7899
C -0.930 -2.953 1.209 0.004 -0.168 0.013 0.1711
S -0.466 -2.677 -0.448 -0.095 -0.503 0.271 -0.5593
C -2.034 -5.866 3.316 0.151 0.604 -0.163 -0.0011
N -2.331 -6.944 3.592 -0.033 -0.169 0.035 -0.6376
H -1.310 -1.408 4.219 0.014 0.011 -0.034 0.4418
H -1.282 -5.044 0.919 0.002 0.013 -0.010 0.4328
```
Forces are in eV/Å.

⟨S²⟩: 1.051
Total charge: -2
2S+1: 2
Maximum force: 1.8 eV/A
HOMO energy (alpha / beta): 0.2 / 0.4 eV
LUMO level (alpha / beta): 0.1683 / 0.1683 hartree
DFT total energy: -2880.55026 a.u.